# 1
{"formula": "C4H11N4", "method": "wB97M-V/def2-TZVPD", "symbols": ["C", "H", "H", "N", "N", "H", "H", "C", "H", "H", "N", "C", "H", "H", "N", "H", "C", "H", "H"], "positions_angstrom": [[1.608, -0.209, -0.769], [2.265, 0.238, -0.098], [-0.421, 2.162, -2.139], [0.166, -0.569, 2.213], [1.160, -0.108, 2.540], [2.086, -0.578, -1.679], [2.001, -0.499, 2.875], [0.383, 1.479, -2.311], [-2.441, -0.401, 0.903], [-2.199, -2.133, 1.356], [-0.705, 0.351, -0.518], [0.302, 0.508, -1.162], [-1.448, 0.704, -1.081], [0.186, 1.072, -3.364], [-0.751, -0.822, 1.604], [1.238, -1.223, -0.348], [-2.115, -1.055, 1.613], [1.336, 2.122, -2.298], [-2.651, -1.038, 2.664]], "total_charge": 1, "e_homo_ev": -13.6, "fmax_ev_per_a": 6.74, "lumo_energy_ha": -0.1505, "energy_ev": -10274.7257, "homo_lumo_gap_ev": 9.46}


# 2
{"formula": "C5H16NO2", "method": "wB97M-V/def2-TZVPD", "symbols": ["C", "H", "O", "H", "H", "H", "H", "C", "H", "H", "H", "C", "H", "O", "H", "N", "H", "H", "C", "H", "H", "H", "C", "H"], "positions_angstrom": [[0.979, -1.329, 0.289], [-1.275, -2.876, 0.827], [0.537, 2.766, 2.129], [0.774, 2.388, 2.991], [1.416, -1.563, -2.236], [-1.473, 3.841, -0.672], [1.811, 0.667, 0.220], [0.672, -2.316, -1.991], [0.716, -1.395, 1.341], [-0.798, 1.348, -0.384], [0.894, 0.369, -1.257], [0.119, -2.136, -0.621], [1.029, -3.340, -2.091], [-1.585, 2.967, -0.288], [-1.556, -3.324, -0.930], [-0.389, 0.684, 0.327], [-1.115, -0.032, 0.398], [-0.144, -2.166, -2.728], [0.920, 0.180, -0.174], [-2.199, 3.063, 0.439], [-0.376, 1.377, 1.099], [2.022, -1.650, 0.106], [-0.973, -2.781, -0.198], [1.266, 3.305, 1.841]], "total_charge": 1, "e_homo_ev": -12.8, "fmax_ev_per_a": 2.76, "lumo_energy_ha": -0.1079, "energy_ev": -11023.0216, "homo_lumo_gap_ev": 9.89}


# 3
{"formula": "C14H51N19O11P", "method": "wB97M-V/def2-TZVPD", "symbols": ["O", "H", "H", "H", "O", "H", "C", "N", "H", "H", "O", "C", "C", "C", "H", "H", "H", "H", "N", "H", "H", "O", "O", "H", "N", "O", "H", "H", "O", "H", "C", "C", "O", "H", "N", "N", "N", "C", "H", "H", "C", "N", "N", "H", "H", "C", "H", "N", "H", "N", "H", "H", "C", "H", "N", "H", "H", "N", "N", "C", "H", "H", "N", "N", "H", "H", "H", "O", "C", "H", "N", "C", "P", "C", "H", "H", "H", "H", "H", "H", "O", "N", "H", "H", "N", "H", "O", "H", "H", "H", "H", "H", "H", "H", "N", "H"], "positions_angstrom": [[-3.296, 4.442, -2.725], [4.262, 4.659, -3.432], [-7.773, 1.804, -0.434], [0.566, -0.624, -2.584], [2.447, -2.859, -1.286], [0.280, -1.152, 3.459], [2.174, -1.060, 0.174], [1.765, 4.480, -3.007], [-0.995, -3.226, -2.325], [0.574, -3.083, -3.092], [-1.212, 0.471, 7.293], [-1.330, 1.264, 8.212], [-4.322, -3.623, -4.385], [3.283, -5.559, 1.438], [4.311, 6.389, -3.466], [2.198, 3.577, -3.057], [-0.476, 0.293, 5.229], [-4.795, 2.636, -2.211], [-2.597, -1.415, -1.590], [-2.231, -0.035, 9.490], [2.261, 0.023, 0.280], [2.088, -5.635, 1.628], [3.431, -0.862, -5.099], [-6.323, 3.280, -1.767], [3.878, -4.828, 0.449], [1.146, 4.760, 6.746], [0.833, 3.617, 3.779], [-1.029, -0.100, -1.062], [-4.245, -2.522, -4.898], [2.739, 2.788, 4.827], [0.013, 0.889, 3.252], [-2.311, 4.142, -2.065], [0.844, -1.336, -0.173], [-2.509, -1.723, -0.632], [-1.283, 5.027, -1.842], [-5.115, -4.612, -4.950], [-1.905, 0.908, 9.404], [3.016, -1.620, -0.960], [5.632, -0.845, -6.223], [-1.322, 2.662, -0.964], [4.320, -1.662, -4.885], [4.232, -2.684, -3.992], [-0.372, 1.031, 4.556], [-0.179, 4.734, 4.630], [6.285, -2.225, -5.408], [-1.484, -0.534, -1.956], [0.625, -0.516, 1.895], [2.517, 3.323, 5.646], [3.790, -6.778, 3.004], [0.331, -0.359, 2.847], [3.105, 3.258, 6.454], [2.965, -0.942, -1.822], [2.441, 5.658, -3.142], [-3.081, -3.325, -2.770], [-5.673, 2.518, -1.737], [-7.135, 0.273, 0.064], [-1.354, 5.950, -2.228], [3.789, 5.540, -3.364], [5.529, -1.585, -5.556], [-0.068, -2.655, -2.319], [-5.204, -5.532, -4.565], [-0.591, -3.235, -0.058], [0.651, 4.171, 4.606], [-7.026, 1.138, -0.430], [-0.487, 4.798, -1.278], [-0.981, 3.216, 8.878], [-3.484, -0.956, -1.727], [-4.921, 0.533, -1.067], [1.417, 4.135, 5.729], [1.296, -3.401, 0.629], [-3.674, -3.996, -3.253], [-0.341, -1.213, -2.719], [0.732, -3.029, -0.641], [-5.837, 1.338, -1.081], [-5.607, -4.376, -5.788], [-3.773, -4.915, -2.868], [3.335, -4.275, -0.216], [-0.595, 1.965, 4.845], [0.802, -4.429, -1.035], [-0.446, 2.851, 7.281], [0.084, 1.884, 2.529], [4.180, -6.233, 2.260], [-0.565, -1.177, -3.790], [4.985, -3.324, -3.829], [-0.896, 2.557, 8.130], [4.876, -4.815, 0.358], [1.888, 6.742, -3.065], [2.408, -1.601, 1.101], [4.047, -1.727, -0.594], [5.174, -6.194, 2.144], [-2.012, 1.539, 10.175], [-2.831, 2.204, -1.642], [-1.881, 0.294, -2.548], [3.380, -2.801, -3.454], [-2.130, 2.911, -1.506], [0.774, 4.544, -2.857]], "total_charge": -1, "e_homo_ev": -4.2, "fmax_ev_per_a": 1.65, "lumo_energy_ha": 0.0756, "energy_ev": -75478.6637, "homo_lumo_gap_ev": 6.26}


# 4
{"formula": "C10H14ClMnO8", "method": "wB97M-V/def2-TZVPD", "symbols": ["O", "O", "Cl", "O", "O", "C", "H", "H", "C", "O", "H", "H", "H", "C", "C", "H", "O", "H", "C", "C", "H", "C", "C", "H", "Mn", "H", "H", "H", "O", "C", "H", "O", "C", "H"], "positions_angstrom": [[14.390, 2.023, -16.990], [13.322, -1.080, -16.577], [11.165, 1.370, -16.580], [13.507, 6.284, -10.551], [13.548, 2.221, -14.106], [14.549, 4.300, -13.359], [16.038, -0.266, -14.427], [16.395, 2.330, -17.421], [12.741, 4.042, -11.082], [15.457, 4.221, -14.210], [12.089, -0.501, -13.010], [15.826, 0.706, -17.688], [17.314, 0.921, -15.711], [12.543, -1.811, -14.306], [16.253, 1.188, -15.640], [11.487, -1.878, -16.176], [12.042, 3.919, -10.062], [13.481, -2.175, -13.870], [13.502, 5.339, -11.368], [12.516, -2.012, -15.822], [11.731, -2.400, -13.875], [14.307, 5.409, -12.518], [13.596, 3.099, -13.205], [13.731, -1.585, -17.283], [13.328, 0.757, -15.536], [12.711, -3.051, -16.093], [12.287, 2.103, -11.822], [14.866, 6.314, -12.705], [15.484, 0.057, -15.149], [15.745, 1.557, -17.004], [14.283, 2.682, -17.679], [12.400, -0.423, -13.919], [12.886, 2.991, -12.000], [16.231, 2.046, -14.957]], "total_charge": -1, "e_homo_ev": [-2.8, -2.8], "s_squared": 8.753, "fmax_ev_per_a": 3.12, "lumo_energy_ha": [0.0523, 0.0518], "energy_ev": -70820.8661, "homo_lumo_gap_ev": [4.27, 4.26], "multiplicity": 6}


# 5
{"formula": "C5H8N", "method": "wB97M-V/def2-TZVPD", "symbols": ["C", "C", "H", "H", "C", "H", "H", "N", "C", "H", "H", "H", "H", "C"], "positions_angstrom": [[-0.902, -0.463, 0.712], [-1.777, 0.622, 0.141], [-0.729, -0.841, 1.657], [-0.846, -1.537, -1.409], [-0.398, -1.418, -0.371], [2.164, 0.907, 0.948], [2.084, -0.680, 0.217], [0.280, 0.273, 0.034], [-0.704, 1.267, -0.322], [-2.800, 0.647, 0.208], [1.971, 0.828, -0.853], [0.298, -2.234, -0.242], [-0.382, 2.215, -0.872], [1.741, 0.414, 0.151]], "total_charge": 1, "e_homo_ev": -14.5, "fmax_ev_per_a": 4.78, "lumo_energy_ha": -0.1801, "energy_ev": -6793.2985, "homo_lumo_gap_ev": 9.64}


# 6
{"formula": "C5H9NO2", "method": "wB97M-V/def2-TZVPD", "symbols": ["C", "C", "H", "C", "H", "H", "O", "H", "H", "H", "O", "N", "C", "H", "H", "H", "C"], "positions_angstrom": [[0.540, -0.466, 1.544], [0.984, 2.008, -0.737], [1.902, 1.978, -1.331], [-0.039, 1.030, -1.253], [0.999, -1.849, 0.038], [0.610, 3.000, -0.988], [-0.937, 1.408, -1.982], [0.308, 0.577, 1.759], [-0.647, -0.912, -1.155], [-0.435, -1.885, 2.935], [-1.523, -1.660, 1.255], [0.127, -0.296, -0.958], [1.007, -0.759, 0.111], [1.170, 1.940, 0.327], [2.021, -0.454, -0.080], [1.366, -0.740, 2.203], [-0.584, -1.397, 1.957]], "e_homo_ev": -9.5, "fmax_ev_per_a": 1.16, "lumo_energy_ha": 0.0245, "energy_ev": -10915.8391, "homo_lumo_gap_ev": 10.22}


# 7
{"formula": "C35H31N13O3PbS2", "method": "wB97M-V/def2-TZVPD", "symbols": ["C", "N", "H", "C", "N", "Pb", "H", "C", "C", "C", "C", "N", "C", "N", "N", "C", "C", "H", "H", "C", "H", "O", "C", "C", "H", "H", "C", "C", "C", "H", "N", "C", "O", "O", "C", "C", "H", "H", "H", "H", "C", "C", "C", "N", "C", "H", "H", "H", "H", "H", "S", "S", "H", "H", "H", "H", "H", "H", "N", "C", "H", "C", "N", "H", "N", "C", "C", "H", "N", "C", "C", "C", "C", "H", "N", "N", "H", "H", "C", "C", "H", "C", "H", "C", "C"], "positions_angstrom": [[2.262, -3.007, 0.822], [1.995, 3.414, -3.009], [1.394, 4.061, -5.336], [1.330, -0.432, 7.878], [0.542, -1.424, -1.899], [-0.026, 0.927, -1.173], [1.954, -4.007, 0.541], [0.763, 3.804, -3.428], [0.716, 0.882, 3.742], [0.974, -0.827, 5.547], [-2.307, -2.088, -0.832], [-1.478, 4.009, -2.874], [-3.228, -0.340, -4.242], [-1.851, -4.018, 0.469], [-0.082, -1.876, -3.056], [3.068, -0.474, 1.529], [-1.272, -3.200, 1.341], [-5.346, -0.279, -0.995], [1.217, 1.618, 4.357], [0.505, -0.411, 4.206], [-3.789, 1.586, -1.505], [-1.741, 4.663, -3.885], [-0.531, -0.903, 2.099], [1.997, -2.420, 7.009], [1.244, 0.204, 8.753], [2.553, 2.763, 2.555], [-4.099, -1.386, -3.946], [0.946, 4.929, 0.763], [1.347, -2.257, -1.346], [1.691, -2.758, 4.911], [0.690, 4.310, -4.664], [-0.209, -0.992, -3.983], [-2.329, 3.632, -2.091], [2.072, 0.437, -0.392], [-4.753, -0.296, -1.901], [-4.860, -1.363, -2.787], [3.879, -1.367, 3.287], [2.595, 3.025, -1.143], [2.742, 3.417, -3.685], [0.763, -4.200, -2.033], [1.976, -1.946, -0.046], [1.656, -3.571, -2.014], [0.863, 0.011, 6.650], [2.111, 2.565, -1.905], [-3.128, 0.723, -3.349], [2.597, 1.707, -2.148], [1.928, -3.396, -3.054], [-5.539, -2.179, -2.574], [-4.174, -2.226, -4.627], [-0.335, -2.316, 3.714], [0.366, 0.643, -3.986], [-1.073, -1.613, -5.410], [-2.711, -1.645, -1.736], [-0.220, 4.616, -4.972], [0.401, 0.986, 6.565], [-1.954, 0.613, -5.689], [-2.454, 1.541, -3.576], [2.467, -4.093, -1.516], [-0.199, 3.675, -2.527], [-1.207, -1.825, 1.140], [3.403, 0.526, 1.778], [0.515, 2.557, 1.882], [1.892, -1.623, 8.070], [-1.088, 4.711, 0.069], [-1.722, -1.279, 0.040], [2.343, -0.628, 0.328], [-2.389, -0.364, -5.488], [-2.847, -4.110, -1.340], [1.958, 4.397, 1.441], [0.290, 1.206, 2.464], [-2.374, -3.457, -0.615], [-0.274, 4.277, 0.637], [1.557, -2.075, 5.741], [3.108, -3.663, 2.678], [-0.490, 3.090, 1.186], [-0.317, 0.336, 1.665], [2.463, -3.384, 7.179], [-0.826, -3.665, 2.212], [-0.136, -1.312, 3.367], [3.335, -1.536, 2.364], [1.110, 5.894, 0.298], [2.907, -2.821, 2.028], [-2.977, -0.667, -6.356], [1.734, 3.215, 2.007], [-3.883, 0.747, -2.184]], "e_homo_ev": -7.6, "fmax_ev_per_a": 0.28, "lumo_energy_ha": -0.0167, "energy_ev": -89228.4380, "homo_lumo_gap_ev": 7.11}


# 8
{"formula": "C3H6N2O", "method": "wB97M-V/def2-TZVPD", "symbols": ["C", "C", "H", "N", "H", "H", "N", "C", "O", "H", "H", "H"], "positions_angstrom": [[-1.756, 0.837, -0.669], [2.407, -0.139, 0.086], [-2.541, 1.186, -1.329], [-2.076, -1.228, 0.798], [1.113, -0.588, 1.424], [3.279, -0.352, 0.709], [1.203, -0.249, 0.465], [-1.919, -0.247, 0.056], [-0.625, 1.606, -0.687], [2.598, 0.205, -0.931], [-1.761, -2.096, 0.354], [0.078, 1.065, -0.276]], "e_homo_ev": -7.9, "fmax_ev_per_a": 0.58, "lumo_energy_ha": 0.0295, "energy_ev": -8233.2943, "homo_lumo_gap_ev": 8.67}


Calculated relative energy (zero: lowest compared OMol25 entry of this formula, charge and spin), 149.1 19.8 0.0 0.0 110.5 17.0 0.0 78.5 kcal per mole (same order as the records).